--- 1 ---
40
Properties=species:S:1:pos:R:3 method="wB97M-V/def2-TZVPD" molar_mass_da=310.31 e_homo_ev=-9.04 orbital_gap_ev=9.227 e_lumo_ev=0.2
O 5.04324 -0.57457 -0.69930
O -0.45623 -0.68313 1.62348
O 4.02612 -2.60436 0.26260
O -4.79068 -2.59341 0.58055
O -2.29687 3.59695 -0.29973
O -4.30250 -0.37720 -0.50152
N -0.17877 -2.22477 -1.65873
N 1.61506 -1.01215 0.72010
C 0.36668 1.59682 1.24633
C -1.05192 3.16409 -0.05582
C -4.09643 -1.75543 0.01602
C 2.84571 -0.41998 -0.02599
C 2.83994 1.10753 0.45726
C -0.73196 2.56455 1.13126
C 1.08229 2.51900 -0.74376
C -2.57704 -2.00564 0.03484
C 4.10862 -1.26493 -0.20976
C -1.88278 -0.72416 -0.60874
C -0.40006 -0.95499 -0.91447
C 1.47182 1.78697 0.47168
C -0.06304 3.01636 -1.01530
C 0.25588 -0.77180 0.52108
H -1.67590 2.35507 1.79212
H -5.22771 0.01746 -0.33353
H 1.57021 -0.70716 1.90686
H 0.74434 -2.18558 -2.03622
H -1.86587 0.18638 0.11107
H 3.15420 -2.66615 0.55246
H -2.20092 -0.62227 -1.57491
H -0.34477 3.74249 -1.85470
H 2.56982 -0.42693 -1.11758
H 0.00844 -2.98822 -0.82208
H 0.27729 0.86660 2.12413
H 1.87038 2.61075 -1.48084
H 0.09291 -0.26938 -1.55508
H -2.07997 4.50687 -1.01221
H 3.04918 0.63651 1.60415
H 3.75440 1.70706 -0.01435
H -2.24889 -2.30187 1.05101
H -2.29203 -3.06772 -0.32620

=====

--- 2 ---
40
Properties=species:S:1:pos:R:3 method="wB97M-V/def2-TZVPD" molar_mass_da=310.31 e_homo_ev=-8.92 orbital_gap_ev=9.344 e_lumo_ev=0.4
O -3.41234 0.39523 -0.89061
O -2.40325 4.28930 3.06918
O 0.81004 -3.21173 -2.31256
O 4.50080 0.17328 0.22171
O -2.79932 -0.21273 -2.92800
O 2.32808 0.04307 0.82527
N -0.47507 -1.43781 -1.92508
N 0.09582 -3.54704 0.63364
C 3.28316 -0.40809 0.20777
C -0.95714 1.91283 0.01174
C -0.53381 1.70718 1.33451
C -1.17336 -0.44348 -1.12859
C -0.40835 0.94010 -1.04556
C 3.15391 -1.63372 -0.58492
C -2.19796 3.78464 0.79452
C 2.31488 -2.70411 0.05803
C -1.02487 2.45620 2.40044
C -1.92765 3.48566 2.10950
C 0.76593 -2.43730 0.02485
C -2.46478 -0.08162 -1.76825
C -1.70598 2.98646 -0.27413
C 0.36776 -2.40996 -1.50272
H 2.42133 -3.57897 -0.60938
H -1.29513 -0.70053 -0.04924
H 4.16550 -1.96860 -0.94157
H -2.11255 3.85675 3.91522
H 0.59428 -4.39493 0.39906
H 4.38454 0.80275 0.97718
H -0.93565 -3.62319 0.45026
H -2.91981 0.36622 -0.03968
H -0.69169 2.27472 3.39399
H 0.36642 -1.53746 0.45848
H -2.79995 4.68353 0.63457
H 0.60049 0.70937 -0.82157
H 2.68198 -1.35127 -1.51716
H 2.56681 -3.01886 1.04385
H -0.73841 -1.54124 -2.85960
H -0.50424 1.39234 -2.04298
H -1.98026 3.19812 -1.28047
H 0.05984 0.78489 1.55828

=====

On energetic grounds, 2 is preferred over the next structure by 8.095 eV.

=====

--- 1 ---
24
Properties=species:S:1:pos:R:3 method="wB97M-V/def2-TZVPD" molar_mass_da=129.21 e_homo_ev=-8.25 orbital_gap_ev=9.248 e_lumo_ev=1.0
N 0.31081 -1.89682 -0.21124
N -0.37836 0.44933 0.29308
N 2.51324 -0.63131 0.73248
C 2.36741 1.10931 -1.00956
C 1.88539 -0.04901 -0.18958
C -1.63963 0.81938 -0.31406
C -2.68149 -0.29346 -0.48341
C -0.44878 0.16407 1.70913
C 0.45716 -0.48345 -0.47132
H -3.59498 0.12657 -0.89729
H -1.09608 -0.68766 1.96288
H -0.82684 1.04743 2.22453
H -2.92144 -0.75046 0.47404
H 3.44842 -0.27014 0.91369
H -2.06511 1.61567 0.30467
H 0.23145 -0.30461 -1.53118
H 3.32313 1.48194 -0.64469
H 0.55687 -0.04955 2.06840
H -0.65954 -2.14640 -0.06506
H -2.31932 -1.06122 -1.16362
H 2.48101 0.79688 -2.04682
H -1.41621 1.24565 -1.29758
H 0.84570 -2.13773 0.61579
H 1.62719 1.90562 -0.97329

=====

--- 2 ---
24
Properties=species:S:1:pos:R:3 method="wB97M-V/def2-TZVPD" molar_mass_da=129.21 e_homo_ev="-7.91 / -7.91" orbital_gap_ev="8.960 / 8.961" e_lumo_ev="1.1 / 1.1"
N -1.21794 0.87131 -0.03072
N -2.25062 -0.83094 -1.07054
N -1.77757 -0.28626 0.14258
C 1.92724 0.00089 1.51898
C 0.48951 -1.67625 0.34124
C 1.19543 -0.44169 0.27465
C 0.91446 0.48322 -0.71698
C -1.04747 1.55098 1.24719
C 0.62450 0.15585 -2.15446
H -0.25919 2.29634 1.14163
H -2.33869 -0.10171 -1.77317
H -3.12720 -1.30193 -0.88502
H -1.97934 2.06534 1.49136
H 1.32961 1.47750 -0.57959
H 0.15078 -0.81529 -2.27361
H 2.88849 -0.51541 1.58922
H 0.24020 -2.16759 -0.59466
H 2.12530 1.07284 1.51834
H -0.78031 -1.17775 0.51550
H 0.79310 -2.36994 1.12140
H 1.36708 -0.24106 2.42613
H -0.78591 0.87207 2.06601
H 1.55514 0.16838 -2.73118
H -0.03661 0.91109 -2.58427

=====

--- 3 ---
24
Properties=species:S:1:pos:R:3 method="wB97M-V/def2-TZVPD" molar_mass_da=129.21 e_homo_ev=-8.31 orbital_gap_ev=9.081 e_lumo_ev=0.8
N 0.90588 -1.22916 1.24020
N -0.13206 -0.37905 0.90678
N -0.69590 0.59041 -1.41478
C 0.74039 1.65441 0.23095
C -0.03060 1.81093 -0.97022
C -1.41755 -1.13069 0.96202
C 0.06624 0.96528 1.33696
C 0.26442 -0.23125 -2.24478
C 0.92928 -2.49581 1.34547
H -1.92015 -1.10029 2.36153
H -1.93735 -0.22443 0.07869
H 0.85647 0.69209 2.24726
H -1.48513 -2.40711 0.30416
H 0.75707 1.98889 -1.95239
H 1.09604 2.72162 0.47211
H -0.81335 1.50407 1.85509
H 1.86886 -2.84609 2.11420
H 0.84686 0.66236 -2.64471
H 0.01328 -3.18311 1.50529
H 0.61368 -1.12930 -1.56105
H 1.66540 0.89144 0.18665
H -0.96606 1.02580 -2.32013
H -0.42732 -0.77109 -3.10492
H -0.79842 2.62007 -0.93437

=====

On energetic grounds, 1 is preferred over the next structure by 3.479 eV.

=====

--- 1 ---
24
Properties=species:S:1:pos:R:3 method="wB97M-V/def2-TZVPD" molar_mass_da=129.21 e_homo_ev="-6.94 / -6.71" orbital_gap_ev="8.042 / 7.812" e_lumo_ev="1.1 / 1.1"
N -0.28058 1.05202 1.70706
N -0.14848 1.90032 0.67027
N -1.52753 0.95368 2.10434
C 0.81892 -1.65259 -0.20042
C -0.30944 -0.81181 0.18900
C -0.78699 1.57866 -0.59507
C 1.31772 1.97636 0.48073
C 0.48283 -2.82741 -1.14892
C -0.62983 0.09932 -0.97189
H -0.15270 -3.58231 -0.54024
H 1.73444 2.93094 0.25690
H 1.81174 1.67117 1.43895
H 0.24286 0.03738 -1.68358
H 1.36311 -3.35654 -1.27049
H -1.05859 -1.26187 0.89322
H 0.04820 -2.65789 -2.17054
H -1.64732 0.92389 3.11243
H -0.37560 2.24069 -1.32423
H 1.64164 -1.18836 -0.90360
H 1.59428 1.11951 -0.31287
H 1.27308 -2.15770 0.58465
H -1.39989 -0.35559 -1.47969
H -2.17149 1.57779 1.74541
H -1.84037 1.79035 -0.58143

=====

--- 2 ---
24
Properties=species:S:1:pos:R:3 method="wB97M-V/def2-TZVPD" molar_mass_da=129.21 e_homo_ev=-8.04 orbital_gap_ev=9.184 e_lumo_ev=1.1
N -0.35362 -0.62570 1.19098
N 0.88580 -0.43160 1.80849
N -0.82465 -1.98840 1.39419
C 1.39014 0.41040 0.73246
C -0.41640 0.39368 -1.13774
C 0.38678 0.77588 -2.45177
C -1.80388 -0.12503 -1.49874
C 0.36968 -0.38749 -0.17495
C 0.74675 0.07411 3.22381
H -2.54501 0.67119 -1.42819
H -1.77265 -0.45279 -2.51283
H 1.70066 -0.23379 3.82694
H -0.14166 -0.45454 3.60573
H 1.26238 1.28968 -2.02301
H -0.17937 1.38347 -3.09270
H 1.15016 1.39032 0.73680
H 0.56967 1.22685 3.23457
H 2.49391 0.14555 0.54417
H 0.82048 -0.12635 -2.96501
H -2.19221 -0.81208 -0.72429
H -0.94645 -2.27161 2.36431
H -0.25054 -2.69786 1.07920
H -0.50250 1.38044 -0.58777
H 0.82660 -1.35717 -0.44447

=====

On energetic grounds, 2 is preferred over the next structure by 1.931 eV.

=====

--- 1 ---
60
Properties=species:S:1:pos:R:3 method="wB97M-V/def2-TZVPD" molar_mass_da=423.51 e_homo_ev=-8.64 orbital_gap_ev=8.132 e_lumo_ev=-0.5
O 3.25724 1.34404 -0.63598
O -4.05289 -1.93952 -1.73747
O -2.55298 -4.07064 -0.21804
O -0.20613 -4.27322 0.97918
N -2.26067 -0.69929 -1.04992
N -4.97351 2.15066 0.85986
N 3.60608 -1.14094 1.81422
C 2.48206 -0.77733 2.40507
C 0.42320 -1.18734 -2.26704
C 2.37424 0.52129 -1.24419
C 1.19822 -2.35875 1.16779
C 4.54619 1.51501 -1.19652
C -1.07176 -2.25210 0.16539
C 0.20131 -0.51902 -1.06738
C -3.10460 1.59015 -0.65586
C 2.58747 -0.14790 -2.44530
C -0.08642 -2.97268 0.76784
C -2.25417 -2.89086 -0.35798
C 5.38900 2.29115 -0.18880
C -1.04786 -0.80963 -0.26534
C 3.55473 -2.11251 0.92089
C 1.15974 0.34514 -0.57725
C 2.38481 -2.76534 0.56695
C 1.25086 -1.34443 2.11818
C -4.19850 2.72183 1.94084
C -6.27451 1.72034 1.32954
C -4.27048 1.07149 0.18826
C -2.64250 0.54349 -1.67192
C 1.60579 -0.98533 -2.94975
C -3.00695 -1.82622 -1.13859
C 5.80682 1.41253 0.98404
H 2.38488 -3.55421 -0.16791
H -1.08477 -4.57393 0.62123
H -6.85892 1.35800 0.48571
H 5.00673 0.53848 -1.39366
H 1.77807 -1.49505 -3.88578
H 2.57386 0.01271 3.13881
H -4.98085 0.57741 -0.47854
H -4.77041 3.52622 2.40053
H -0.32835 -1.85743 -2.65687
H 4.93926 0.92430 1.42021
H 6.27063 2.68454 -0.69779
H -3.27544 3.14270 1.54805
H -3.43708 2.47683 -1.19585
H -3.90870 0.31332 0.90822
H 4.46698 2.06879 -2.14288
H 1.00689 0.88482 0.34450
H -2.26308 1.87632 -0.02286
H 4.49992 -2.38223 0.46866
H 4.79555 3.13335 0.16948
H -3.45962 0.30327 -2.35694
H -6.79161 2.57200 1.76934
H 0.35663 -1.01721 2.62513
H -1.79096 0.92763 -2.24403
H -1.09489 -0.12497 0.59272
H 6.49892 0.64135 0.65305
H 3.50613 -0.02184 -2.99531
H 6.29817 2.00863 1.74846
H -3.94841 1.98230 2.72002
H -6.21334 0.91981 2.08360

=====

--- 2 ---
60
Properties=species:S:1:pos:R:3 method="wB97M-V/def2-TZVPD" molar_mass_da=423.51 e_homo_ev=-7.32 orbital_gap_ev=7.715 e_lumo_ev=0.4
O 3.15753 2.11102 -1.68441
O -1.64454 -4.16358 -0.58296
O -5.11426 -0.81058 0.10866
O -1.59538 3.13376 0.28779
N 0.16533 -2.50119 0.40852
N 2.42506 -2.37194 0.60347
N 1.41852 2.41902 -0.27450
C -6.12077 -1.63249 -0.42671
C 1.06906 3.74426 -0.72009
C -1.15420 -2.06727 0.34228
C -1.57244 -0.83218 0.82438
C 6.05047 -0.38299 0.39214
C -2.47773 4.20068 0.61048
C 3.58725 -1.69887 0.50907
C -1.72297 5.48338 0.96772
C -2.89069 -0.43759 0.72799
C 1.30526 -1.76212 0.27990
C 3.66395 -0.34446 0.07675
C -3.33092 3.73666 1.79028
C 4.91547 0.29413 0.03444
C 4.77564 -2.36701 0.86795
C -0.15582 3.74000 -1.64544
C 2.44342 0.27919 -0.30353
C -2.12100 -2.94383 -0.18390
C -1.31943 2.91372 -1.07348
C 2.39870 1.67744 -0.83998
C -2.55152 -5.11284 -1.08395
C 5.97858 -1.71916 0.81075
C -3.44938 -2.55457 -0.26621
C 1.27774 -0.43203 -0.21500
C -3.83772 -1.29035 0.17096
H 0.86671 4.35920 0.16000
H -1.95568 -5.99500 -1.31308
H -3.20117 0.52891 1.08726
H 7.01050 0.11016 0.35214
H -1.07403 1.84882 -1.14498
H -2.42948 6.25260 1.26839
H 0.30636 -3.49810 0.49109
H -4.01851 4.52215 2.09055
H -7.03776 -1.04761 -0.37367
H -3.13327 4.39773 -0.25248
H -1.15137 5.85308 0.12072
H 4.96693 1.31774 -0.30256
H 4.69852 -3.39338 1.19121
H -2.68686 3.48553 2.62871
H -1.04263 5.29046 1.79365
H -3.31274 -5.37434 -0.34152
H -5.91924 -1.89032 -1.47197
H -6.24643 -2.55034 0.15750
H 0.34679 -0.02482 -0.57698
H -3.90266 2.85414 1.51517
H 0.79102 1.99864 0.39241
H 6.88583 -2.23588 1.08963
H 1.93189 4.14692 -1.25536
H -0.46731 4.77147 -1.81623
H 0.11583 3.30467 -2.60820
H -0.86057 -0.17902 1.30279
H -4.17833 -3.23179 -0.67820
H -3.03896 -4.76149 -1.99920
H -2.21885 3.08881 -1.68120

=====

On energetic grounds, 2 is preferred over the next structure by 0.348 eV.

=====

--- 1 ---
12
Properties=species:S:1:pos:R:3 method="wB97M-V/def2-TZVPD" molar_mass_da=100.10 e_homo_ev="-7.77 / -7.77" orbital_gap_ev="8.199 / 8.200" e_lumo_ev="0.4 / 0.4"
F 3.10169 0.83643 -0.17500
N -0.01947 0.86024 -0.37290
N -0.71209 1.93099 -0.03618
C -0.48776 -0.36497 -0.31969
C 1.98622 0.29278 0.24149
C 1.75001 -1.04367 0.02024
C 0.41792 -1.41201 -0.29974
H 0.05828 -2.45943 -0.48401
H -0.43587 2.79850 -0.39521
H -1.18346 2.04123 0.83325
H 2.37730 -1.92284 0.05931
H -1.63623 -0.38040 -0.39618

=====

--- 2 ---
12
Properties=species:S:1:pos:R:3 method="wB97M-V/def2-TZVPD" molar_mass_da=100.10 e_homo_ev="-9.66 / -9.11" orbital_gap_ev="8.792 / 8.464" e_lumo_ev="-0.9 / -0.6"
F 0.76125 -2.21630 0.49304
N -2.83235 1.04069 -0.45539
N 0.11626 -1.48714 -0.42378
C 0.55490 0.61356 0.29675
C -0.81574 0.01042 0.65614
C 0.98811 -0.35153 -0.80534
C -1.91785 0.66240 0.09642
H 1.21946 0.68728 1.12931
H 2.05738 -0.46516 -0.94357
H -0.97530 -0.23141 1.75733
H 0.43424 1.58875 -0.17208
H 0.40964 0.14845 -1.62884

=====

--- 3 ---
12
Properties=species:S:1:pos:R:3 method="wB97M-V/def2-TZVPD" molar_mass_da=100.10 e_homo_ev=-10.37 orbital_gap_ev=11.173 e_lumo_ev=0.8
F -0.42367 -2.03633 -0.91182
N -1.46814 1.66256 1.92405
N -0.80822 -0.64855 -0.80065
C -1.33735 0.76446 1.20026
C 0.40516 0.12567 -1.21345
C -0.56752 -0.26891 0.57846
C 0.86968 0.24464 0.23437
H 1.44233 -0.68038 0.49489
H -0.62189 -1.15090 1.24435
H 1.35314 1.13159 0.65742
H -0.01696 1.06678 -1.51460
H 1.17343 -0.21065 -1.89328

=====

On energetic grounds, 3 is preferred over the next structure by 1.060 eV.

=====

--- 1 ---
22
Properties=species:S:1:pos:R:3 method="wB97M-V/def2-TZVPD" molar_mass_da=164.18 e_homo_ev="-12.35 / -12.42" total_charge=+1 orbital_gap_ev="6.215 / 6.021" e_lumo_ev="-6.1 / -6.4"
O 2.78477 1.49583 -0.41731
O 4.03964 -0.23483 0.27258
N -1.44184 2.93338 0.05691
C -0.73131 -1.20760 -0.02646
C -1.20323 1.60984 0.06137
C 1.70471 -0.73633 0.08351
C 0.39746 -0.27678 0.01710
C -0.62436 -2.67111 -0.21983
C 0.09190 1.11488 0.03606
C -2.26799 0.67535 0.10221
C -2.01635 -0.67943 0.05115
C 2.92820 0.37733 -0.04879
H -2.37291 3.30402 0.14811
H 0.89906 1.82561 0.05735
H -3.28511 1.03430 0.15797
H -1.15324 -3.18892 0.58411
H 0.38555 -3.06108 -0.29037
H 1.71036 -1.91227 0.24783
H 4.82814 0.32814 0.18580
H -1.14810 -2.94853 -1.13923
H -0.67133 3.57982 0.03330
H -2.85404 -1.36162 0.04665

=====

--- 2 ---
22
Properties=species:S:1:pos:R:3 method="wB97M-V/def2-TZVPD" molar_mass_da=164.18 e_homo_ev=-12.58 total_charge=+1 orbital_gap_ev=7.854 e_lumo_ev=-4.7
O -1.30865 -2.36640 -0.58108
O -1.16655 1.05772 -3.14702
N -0.46240 0.73398 -0.96665
C -0.52068 -0.14820 0.20885
C -1.36599 1.73791 1.56005
C -1.27094 0.37895 1.41907
C -0.64108 -1.61180 0.01543
C -0.81468 0.30719 -2.17372
C 1.93870 -1.42740 0.06961
C -0.86816 2.52544 0.57008
C 0.56969 -1.28359 0.76107
C -0.39811 2.06036 -0.59716
H -1.45270 -0.41866 2.09962
H 0.05243 2.76347 -1.29266
H 2.42443 -0.48760 0.13040
H -1.96951 2.18716 2.33278
H 2.46730 -2.17793 0.64653
H -1.49063 1.98587 -3.00065
H -0.56524 3.56485 0.78960
H 0.55838 -1.33205 1.83641
H -0.72053 -0.73166 -2.38266
H 1.68136 -1.80895 -0.96502

=====

On energetic grounds, 1 is preferred over the next structure by 2.518 eV.